[1]
# C2H6Cl

A cluster of 2 separate species, C2H6Cl in total in a non-equilibrium geometry (ωB97M-V/def2-TZVPD, the Open Molecules 2025 dataset).

As for the HOMO energy (alpha / beta): -9.1 / -11.1 eV. For the molar mass, the calculation gives 65.523 g mol⁻¹. The value obtained for the energy is -14691.7823 eV. As for the strongest force on any atom: 0.0413 hartree/bohr. The expectation value of S² is 0.754. Its multiplicity is 2. The energy relative to the best compared isomer or geometry (same formula, charge and spin) comes out at 0.00 kJ/mol. For the HOMO-LUMO gap (alpha / beta), the calculation gives 0.3736 / 0.3641 Eh.

Cartesian coordinates (Å):
Cl  0.11  0.71  1.78
H  1.28  0.42  1.26
C  2.51  0.04  0.53
C  2.14  -0.78  -0.66
H  2.88  1.03  0.33
H  3.00  -0.51  1.34
H  3.02  -1.07  -1.25
H  1.61  -1.68  -0.35
H  1.47  -0.20  -1.31

[2]
# C2H6Cl3PSi

A cluster of 2 separate species, C2H6Cl3PSi in total in a non-equilibrium geometry (ωB97M-V/def2-TZVPD, the Open Molecules 2025 dataset).

As for the HOMO energy: -7.6 eV. For the molar mass, the calculation gives 195.489 g mol⁻¹. The value obtained for the energy is -56906.3219 eV. As for the strongest force on any atom: 0.0559 hartree/bohr. The energy relative to the best compared isomer or geometry (same formula, charge and spin) comes out at 237.92 kJ/mol. For the HOMO-LUMO gap, the calculation gives 0.2465 Eh.

Cartesian coordinates (Å):
C  0.74  1.14  1.69
C  1.18  -1.08  -0.63
Si  -0.08  0.01  0.35
P  -1.64  0.42  -2.32
Cl  -1.43  -1.23  1.16
Cl  -2.99  -1.09  -2.33
Cl  -2.87  1.93  -1.62
H  1.85  1.07  1.67
H  0.49  2.13  1.55
H  0.55  0.72  2.70
H  1.46  -0.80  -1.62
H  2.01  -1.16  0.06
H  0.73  -2.07  -0.66

[3]
# C2H6ClIOSi

A cluster of 2 separate species, C2H6ClIOSi in total in a non-equilibrium geometry (ωB97M-V/def2-TZVPD, the Open Molecules 2025 dataset).

As for the HOMO energy (alpha / beta): -9.1 / -7.9 eV. For the molar mass, the calculation gives 236.512 g mol⁻¹. The value obtained for the energy is -32718.3649 eV. As for the strongest force on any atom: 0.1146 hartree/bohr. The energy relative to the best compared isomer or geometry (same formula, charge and spin) comes out at 384.28 kJ/mol. For the HOMO-LUMO gap (alpha / beta), the calculation gives 0.2917 / 0.2828 Eh.

Cartesian coordinates (Å):
C  -0.18  -0.47  1.93
C  1.86  0.24  -1.96
O  -0.89  0.58  1.30
Si  -1.44  0.54  -0.24
Cl  -2.45  2.25  -0.49
I  -2.72  -1.54  -0.65
H  -0.63  -1.44  1.94
H  -0.04  -0.33  2.94
H  0.64  -0.55  1.30
H  2.41  0.49  -1.21
H  1.80  -0.71  -2.22
H  1.65  0.94  -2.64

[4]
# C2H6ClNO

A cluster of 2 separate species, C2H6ClNO in total in a non-equilibrium geometry (ωB97M-V/def2-TZVPD, the Open Molecules 2025 dataset).

As for the HOMO energy: -11.1 eV. For the molar mass, the calculation gives 95.529 g mol⁻¹. The value obtained for the energy is -18227.9867 eV. As for the SMILES: O=CNCl.C. As for the strongest force on any atom: 0.1125 hartree/bohr. The energy relative to the best compared isomer or geometry (same formula, charge and spin) comes out at 344.84 kJ/mol. For the HOMO-LUMO gap, the calculation gives 0.3797 Eh.

Cartesian coordinates (Å):
O  -0.76  -2.86  0.08
C  0.04  -2.09  0.47
N  0.22  -0.88  -0.34
Cl  1.94  -0.44  0.45
H  0.27  -1.92  1.48
H  0.78  -1.24  -0.98
C  -0.54  1.87  -0.24
H  -1.39  1.80  -0.84
H  -0.16  1.11  0.39
H  -0.59  2.69  0.49
H  0.19  1.96  -0.96

[5]
# C2H6ClNO2P

The ion C2H6ClNO2P with charge -1 in a non-equilibrium geometry (ωB97M-V/def2-TZVPD, the Open Molecules 2025 dataset).

As for the HOMO energy: -4.6 eV. For the molar mass, the calculation gives 142.502 g mol⁻¹. The value obtained for the energy is -29570.9267 eV. As for the SMILES: CN(C)[P@@](=O)([O-])Cl. As for the strongest force on any atom: 0.0902 hartree/bohr. The net charge is -1. The energy relative to the best compared isomer or geometry (same formula, charge and spin) comes out at 68.94 kJ/mol. For the HOMO-LUMO gap, the calculation gives 0.3132 Eh.

Cartesian coordinates (Å):
C  0.01  -0.83  -1.07
N  -0.78  0.21  -0.43
C  -0.11  0.98  0.54
P  -2.50  -0.58  0.35
O  -3.02  -1.73  -0.47
O  -2.59  -0.51  1.81
Cl  -3.57  0.99  -0.49
H  -0.78  -1.55  -1.64
H  0.73  -0.20  -1.61
H  0.59  -1.42  -0.33
H  0.44  0.54  1.43
H  0.64  1.63  0.06
H  -0.88  1.57  1.14

[6]
# C2H6ClO2P

An isolated molecule of C2H6ClO2P in a non-equilibrium geometry (ωB97M-V/def2-TZVPD, the Open Molecules 2025 dataset).

As for the HOMO energy: -9.2 eV. For the molar mass, the calculation gives 128.495 g mol⁻¹. The value obtained for the energy is -28077.5539 eV. As for the SMILES: C[C@H](O)OPCl. As for the strongest force on any atom: 0.0717 hartree/bohr. The energy relative to the best compared isomer or geometry (same formula, charge and spin) comes out at 167.81 kJ/mol. For the HOMO-LUMO gap, the calculation gives 0.3677 Eh.

Cartesian coordinates (Å):
C  1.61  -0.12  -0.27
C  0.39  0.09  0.49
O  0.05  -1.10  1.07
O  -0.62  0.59  -0.34
P  -2.14  0.95  0.10
Cl  -3.14  -0.82  -0.09
H  1.49  -1.13  -0.65
H  1.62  0.56  -1.14
H  2.60  0.04  0.27
H  0.60  0.87  1.31
H  -0.17  -1.68  0.39
H  -2.29  1.74  -1.13

[7]
# C2H6ClO2P

An isolated molecule of C2H6ClO2P in a non-equilibrium geometry (ωB97M-V/def2-TZVPD, the Open Molecules 2025 dataset).

As for the HOMO energy (alpha / beta): -5.2 / -10.8 eV. For the molar mass, the calculation gives 128.495 g mol⁻¹. The value obtained for the energy is -28072.8106 eV. As for the strongest force on any atom: 0.0656 hartree/bohr. The expectation value of S² is 2.005. Its multiplicity is 3. The energy relative to the best compared isomer or geometry (same formula, charge and spin) comes out at 207.24 kJ/mol. For the HOMO-LUMO gap (alpha / beta), the calculation gives 0.2177 / 0.2755 Eh.

Cartesian coordinates (Å):
C  1.05  -0.12  -0.26
C  -0.13  0.16  0.55
O  -0.44  -0.86  1.44
O  -1.30  0.35  -0.39
P  -2.77  0.88  0.07
Cl  -3.90  -0.89  0.05
H  0.72  0.18  -1.27
H  1.86  0.55  -0.05
H  1.43  -1.13  -0.10
H  -0.03  1.02  1.30
H  -0.37  -1.70  1.07
H  -2.99  0.86  -1.32

[8]
# C2H6ClOP

A cluster of 2 separate species, C2H6ClOP in total in a non-equilibrium geometry (ωB97M-V/def2-TZVPD, the Open Molecules 2025 dataset).

As for the HOMO energy (alpha / beta): -8.6 / -8.2 eV. For the molar mass, the calculation gives 112.496 g mol⁻¹. The value obtained for the energy is -26026.7975 eV. As for the strongest force on any atom: 0.0984 hartree/bohr. The energy relative to the best compared isomer or geometry (same formula, charge and spin) comes out at 444.57 kJ/mol. For the HOMO-LUMO gap (alpha / beta), the calculation gives 0.2295 / 0.2023 Eh.

Cartesian coordinates (Å):
C  -0.48  1.70  -0.31
C  1.27  -1.77  0.48
O  0.29  0.64  0.06
P  0.44  -0.69  -0.82
Cl  -3.14  0.14  -0.45
H  -1.68  1.32  -0.29
H  -0.04  2.07  -1.25
H  -0.53  2.37  0.47
H  2.20  -1.95  0.13
H  0.64  -2.60  0.67
H  1.04  -1.23  1.31

[9]
# C2H6ClOZn

A structure of composition C2H6ClOZn in a non-equilibrium geometry (ωB97M-V/def2-TZVPD, the Open Molecules 2025 dataset).

As for the HOMO energy: -13.2 eV. For the molar mass, the calculation gives 146.912 g mol⁻¹. The value obtained for the energy is -65146.7408 eV. As for the strongest force on any atom: 0.2362 hartree/bohr. The net charge is +1. The energy relative to the best compared isomer or geometry (same formula, charge and spin) comes out at 249.26 kJ/mol. For the HOMO-LUMO gap, the calculation gives 0.1671 Eh.

Cartesian coordinates (Å):
Zn  -0.44  1.50  3.45
Cl  -0.56  1.44  1.71
C  -0.58  -0.92  -0.58
C  0.67  -0.09  -0.95
O  1.13  0.34  0.30
H  -1.05  -0.53  0.32
H  -0.26  -1.95  -0.40
H  -1.28  -0.89  -1.41
H  0.42  0.78  -1.56
H  1.43  -0.67  -1.48
H  0.51  0.99  0.63

[10]
# C2H6ClPS

A cluster of 2 separate species, C2H6ClPS in total in a non-equilibrium geometry (ωB97M-V/def2-TZVPD, the Open Molecules 2025 dataset).

As for the HOMO energy (alpha / beta): -8.7 / -8.1 eV. For the molar mass, the calculation gives 128.564 g mol⁻¹. The value obtained for the energy is -34815.2139 eV. As for the strongest force on any atom: 0.0993 hartree/bohr. The energy relative to the best compared isomer or geometry (same formula, charge and spin) comes out at 280.05 kJ/mol. For the HOMO-LUMO gap (alpha / beta), the calculation gives 0.2208 / 0.1840 Eh.

Cartesian coordinates (Å):
C  1.66  1.56  -0.34
C  -1.02  -1.70  0.34
P  0.43  0.76  0.79
S  0.51  -1.04  -0.22
Cl  -3.03  0.53  -0.38
H  1.43  2.59  -0.18
H  1.25  1.33  -1.25
H  2.80  1.43  -0.37
H  -1.83  -1.17  -0.01
H  -1.11  -1.61  1.51
H  -1.10  -2.68  0.11